[1]
Molecular formula: C3H7N2P3
Method: DFT, wB97M-V/def2-TZVPD

## Properties
spin multiplicity: 1
total charge: 0
HOMO energy: -7.300 eV
total energy: -1251.939162 a.u.
relative energy (zero: lowest compared OMol25 entry of this formula, charge and spin): 56.4 kcal per mole
frontier orbital gap: 0.24110 Eh

Cartesian coordinates (Å):
C 0.608 0.321 0.958
C 1.696 -0.548 0.959
C 1.309 0.216 -1.055
N 0.416 0.813 -0.302
N 2.136 -0.600 -0.332
P -1.988 1.248 -0.510
P -0.812 -1.869 0.398
P -2.479 -0.713 0.268
H 0.125 0.548 1.868
H 2.289 -1.177 1.601
H 1.259 0.491 -2.053
H -3.197 1.457 -1.140
H -1.221 1.083 -1.722
H 2.849 -1.257 -0.482
H -2.989 -0.013 1.543

---

[2]
Molecular formula: C27H63Cl2F2InN9O13S2
Method: DFT, wB97M-V/def2-TZVPD

## Properties
spin multiplicity: 1
total charge: +1
HOMO energy: -10.125 eV
total energy: -4643.954663 a.u.
frontier orbital gap: 0.24831 Eh

Cartesian coordinates (Å):
In 13.956 13.436 18.117
N 16.062 13.116 17.088
S 17.588 12.406 17.435
O 17.244 11.439 18.447
O 18.623 13.432 17.483
F 17.774 11.620 16.040
S 15.885 14.358 16.167
O 14.456 14.684 16.194
O 16.518 14.154 14.928
F 16.628 15.438 17.127
C 15.524 13.664 20.435
O 14.204 13.209 20.037
H 15.631 14.571 19.814
H 15.793 13.803 21.513
H 16.270 12.991 20.027
C 15.180 9.569 16.404
C 14.364 10.432 17.355
O 13.812 11.564 17.212
N 14.166 9.692 18.471
C 13.049 10.020 19.289
H 14.508 9.405 15.554
H 15.288 8.552 16.872
H 16.126 9.924 16.088
H 14.642 8.848 18.553
H 12.154 9.553 18.993
H 12.852 11.085 19.119
H 13.314 9.778 20.359
C 20.603 16.903 24.317
C 20.226 17.766 23.076
O 19.254 17.570 22.387
N 21.069 18.761 22.804
C 20.816 19.729 21.775
H 20.418 17.510 25.181
H 21.697 16.688 24.242
H 20.095 15.903 24.323
H 21.841 18.738 23.399
H 20.557 19.208 20.823
H 21.755 20.265 21.556
H 20.004 20.453 22.028
C 13.962 16.897 22.490
C 15.466 16.832 22.770
O 16.007 16.028 23.511
N 16.237 17.670 22.047
C 15.708 18.765 21.262
H 13.833 17.144 21.511
H 13.515 17.782 22.989
H 13.350 16.046 22.788
H 17.170 17.836 22.470
H 15.267 19.560 21.898
H 15.046 18.512 20.408
H 16.582 19.312 20.829
C 10.999 12.831 15.985
C 10.710 12.962 17.486
O 11.659 12.931 18.304
N 9.410 12.905 17.869
C 9.042 13.357 19.213
H 11.714 12.045 15.772
H 11.353 13.785 15.632
H 10.034 12.657 15.492
H 8.686 12.824 17.170
H 9.226 12.560 19.976
H 8.013 13.656 19.346
H 9.698 14.181 19.449
C 21.556 12.287 16.461
C 22.615 13.093 15.715
O 22.996 12.786 14.578
N 23.072 14.222 16.314
C 23.561 15.291 15.461
H 21.987 11.337 16.774
H 20.727 12.196 15.769
H 21.073 12.869 17.314
H 22.598 14.616 17.150
H 22.865 15.504 14.668
H 24.525 15.057 14.969
H 23.755 16.227 15.946
C 19.461 17.809 17.702
C 20.090 16.507 18.173
O 20.908 15.989 17.407
N 19.897 16.095 19.452
C 20.717 14.924 19.925
H 18.468 17.714 17.251
H 20.060 18.165 16.797
H 19.525 18.589 18.456
H 19.206 16.388 20.099
H 20.288 14.632 20.872
H 21.742 15.214 19.932
H 20.588 14.139 19.259
C 16.907 20.367 17.387
C 15.947 19.366 16.734
O 15.276 18.557 17.395
N 16.025 19.292 15.400
C 16.844 20.006 14.489
H 16.450 20.706 18.374
H 17.067 21.207 16.726
H 17.817 19.863 17.769
H 15.497 18.584 14.990
H 16.417 19.822 13.481
H 17.916 19.800 14.444
H 16.812 21.118 14.684
C 14.458 19.205 11.370
C 14.301 17.874 12.045
O 14.385 17.698 13.242
N 14.083 16.817 11.189
C 13.789 15.540 11.782
H 15.022 19.919 12.013
H 13.447 19.595 11.254
H 14.965 19.085 10.392
H 14.035 17.031 10.216
H 13.435 14.759 11.059
H 12.950 15.554 12.480
H 14.548 15.230 12.467
Cl 9.667 16.727 16.938
C 11.518 16.925 16.766
C 12.277 17.307 18.009
Cl 12.742 15.915 19.085
H 11.556 17.800 16.082
H 11.899 16.031 16.334
H 11.969 18.133 18.646
H 13.174 17.669 17.662

---

[3]
Molecular formula: C5H6N2
Method: DFT, wB97M-V/def2-TZVPD

## Properties
spin multiplicity: 1
total charge: 0
HOMO energy (spin up / spin down): -8.764 / -8.868 eV
total energy: -303.451476 a.u.
relative energy (zero: lowest compared OMol25 entry of this formula, charge and spin): 115.8 kcal per mole
frontier orbital gap (spin up / spin down): 0.27190 / 0.31447 Eh

Cartesian coordinates (Å):
N 2.762 -0.399 1.368
C 2.212 -0.318 0.344
C 1.500 -0.367 -0.871
C 0.127 -0.036 -0.815
C -0.864 -0.541 0.372
C -1.443 0.857 0.545
N -0.149 1.139 0.028
H 2.091 -0.428 -1.797
H -0.379 -0.032 -1.815
H -1.545 -1.306 -0.017
H -0.344 -0.934 1.291
H -2.287 1.080 -0.132
H -1.548 1.300 1.542

---

[4]
Molecular formula: C3H3N2S
Method: DFT, wB97M-V/def2-TZVPD

## Properties
spin multiplicity: 1
total charge: +1
HOMO energy: -14.793 eV
total energy: -623.368065 a.u.
relative energy (zero: lowest compared OMol25 entry of this formula, charge and spin): 79.4 kcal per mole
frontier orbital gap: 0.25469 Eh

Cartesian coordinates (Å):
C 0.317 -1.290 -0.025
C -1.216 0.199 -0.037
C 0.976 0.011 0.013
N -0.973 -1.122 -0.059
N -0.088 0.881 -0.010
S 2.582 0.358 0.016
H 0.793 -2.253 -0.027
H -2.204 0.625 -0.044
H -0.187 2.592 0.173